63
Properties=species:S:1:pos:R:3 method="wB97M-V/def2-TZVPD" fmax_ev_per_a=6.60 relative_energy_kcal_mol=0.0 e_tot_ha=-2753.8667 charge=+1 homo_lumo_gap_ev="5.61 / 4.99"
C 1.97724 -1.07616 3.90107
C 1.93142 -0.72621 2.56540
C 1.49953 -1.69297 1.60463
C 1.04780 -2.94365 2.06750
C 0.97395 -3.23058 3.44191
C 1.53132 -2.33579 4.35172
C 0.43664 -3.76592 1.06032
C 1.07002 -3.69503 -0.26683
C 1.52438 -2.40946 -0.64402
C 1.75205 -2.10505 -2.03221
C 1.41660 -3.08123 -2.99623
C 1.02915 -4.36280 -2.59797
C 0.89233 -4.69317 -1.27899
H 2.46488 -0.37997 4.62393
H 0.49744 -4.14429 3.80058
H 1.58701 -2.56694 5.39809
H 0.18400 -4.80538 1.36754
H 1.58231 -2.83500 -4.05289
H 0.77225 -5.08328 -3.40135
H 0.56554 -5.69370 -0.99419
N 1.27898 -1.39510 0.26990
Y -0.70191 0.05698 -0.15300
C 2.29983 0.68807 2.10955
H 2.96305 0.63016 1.21976
H 2.88368 1.18933 2.92328
C 2.10452 -0.68230 -2.44843
H 2.85113 -0.26738 -1.75758
H 2.48881 -0.68523 -3.47615
P 0.80235 1.70652 1.58625
P 0.66934 0.47853 -2.38656
C -0.34048 0.00613 -3.80716
H -1.28989 0.56138 -3.82151
H 0.22586 0.22088 -4.71613
H -0.58111 -1.05757 -3.77318
C 1.39146 2.07999 -2.91281
H 1.77747 1.94818 -3.94024
H 0.60531 2.86037 -2.88614
H 2.20398 2.36294 -2.21736
C -0.00705 2.05485 3.15091
H 0.52665 2.78470 3.77276
H -0.99661 2.46833 2.94720
H -0.13621 1.14746 3.74480
C 1.55481 3.28596 1.09509
H 0.75983 3.93776 0.70568
H 2.03758 3.81576 1.93374
H 2.30405 3.13467 0.30268
C -1.20811 -2.83243 1.07148
O -1.38129 -2.08274 0.11420
H -1.70335 -3.85163 1.38600
F -2.79927 3.61449 1.69526
C -2.88688 3.76519 0.34362
F -3.82540 4.68810 0.08261
F -1.68082 4.27277 -0.04481
C -3.12611 2.40643 -0.33541
O -2.05861 1.58612 -0.03267
C -4.41354 1.74556 0.20887
F -5.53322 2.49047 0.02229
F -4.62072 0.54882 -0.39128
F -4.29915 1.48892 1.53351
C -3.21014 2.58121 -1.87813
F -4.31076 3.27273 -2.29017
F -2.11421 3.21869 -2.37163
F -3.23970 1.38248 -2.49708

=====

19
Properties=species:S:1:pos:R:3 method="wB97M-V/def2-TZVPD" fmax_ev_per_a=5.38 relative_energy_kcal_mol=83.0 e_tot_ha=-493.6700 charge=+1 homo_lumo_gap_ev=10.08
C 2.18298 -1.27928 0.74408
C 0.88016 -1.37973 0.47842
C 1.63260 0.72089 -0.30631
C -3.79505 1.46832 -0.72975
C -0.37519 -0.20121 -1.25469
C -0.20397 0.50637 0.98376
N 2.60120 -0.07960 0.26356
N 0.45028 -0.15207 -0.09749
O -4.52221 2.23193 -1.09546
O -3.02087 0.70119 -0.36172
H 2.93661 -1.87570 1.24255
H 0.20269 -2.22402 0.58193
H -0.45315 0.78843 -1.68074
H 0.16941 -0.80200 -2.02575
H -1.30362 -0.59127 -0.88011
H 0.04228 1.54857 0.87623
H -1.22933 0.18121 0.90646
H 0.31838 0.18266 1.99277
H 3.48680 0.25530 0.36227

=====

62
Properties=species:S:1:pos:R:3 method="wB97M-V/def2-TZVPD" fmax_ev_per_a=2.38 relative_energy_kcal_mol=24.8 spin_multiplicity=2 e_tot_ha=-4332.0007 homo_lumo_gap_ev="8.25 / 8.72"
Cr 0.51133 0.18851 0.54345
C -0.39647 0.78727 2.54819
C -1.05237 -0.42546 2.23044
C -0.08791 -1.43692 2.14961
C 1.18052 -0.86742 2.42386
C 0.97637 0.50301 2.71437
H -0.87878 1.71914 2.80906
H -2.11850 -0.55715 2.14568
H -0.27614 -2.48511 1.98672
H 2.09816 -1.41652 2.58837
H 1.70442 1.18452 3.12406
O -4.43894 1.62698 -2.81140
C -4.57989 0.32913 -2.64576
O -5.52526 -0.27026 -3.09386
C -3.52915 -0.39723 -1.86554
C -3.57284 -1.76502 -1.61495
Cl -4.68237 -2.90511 -2.18618
N -2.49021 -2.09387 -0.86375
N -1.74383 -1.01686 -0.62473
C -2.33779 0.01428 -1.20902
C -1.67777 1.34623 -1.16313
O -2.19981 2.32940 -1.69563
O -0.55210 1.39364 -0.57495
C -2.11224 -3.38942 -0.44798
C -3.06374 -4.27372 0.04460
C -2.69275 -5.56901 0.35530
C -1.38063 -5.98258 0.19613
C -0.42748 -5.08142 -0.25024
C -0.78701 -3.78538 -0.57543
H -3.61120 2.01266 -2.39964
H -4.08186 -3.95489 0.18092
H -3.43771 -6.26056 0.71385
H -1.10107 -7.00076 0.42520
H 0.60147 -5.39005 -0.35951
H -0.06058 -3.07339 -0.93194
Cl 0.85445 -2.48185 -3.58890
C 2.29895 -2.19561 -2.59811
Cl 2.66255 -3.61201 -1.60985
C 2.03736 -0.99406 -1.66437
O 2.76526 -0.01207 -1.78263
O 1.09588 -1.12815 -0.85044
H 3.14328 -2.00538 -3.26260
C 2.06559 2.71170 -1.75303
P 2.17240 1.79145 -0.17293
C 3.98123 1.63396 0.08261
C 1.78428 3.18031 0.96202
C 2.55229 3.45735 2.08933
C 2.24074 4.52918 2.90602
C 1.17039 5.34886 2.59430
C 0.38465 5.06778 1.48825
C 0.67989 3.98171 0.68521
H 1.02306 2.78590 -2.05876
H 2.62834 2.17477 -2.51257
H 2.47397 3.71239 -1.59729
H 4.41793 2.62002 0.23952
H 4.40863 1.18604 -0.81008
H 4.19739 0.99103 0.93320
H 3.40259 2.83811 2.33446
H 2.84132 4.72507 3.78237
H 0.95273 6.20397 3.21376
H -0.45709 5.69872 1.24506
H 0.04607 3.75418 -0.16070

=====

15
Properties=species:S:1:pos:R:3 method="wB97M-V/def2-TZVPD" fmax_ev_per_a=5.88 relative_energy_kcal_mol=81.8 e_tot_ha=-718.9722 homo_lumo_gap_ev=7.83
C 0.57151 -0.70959 0.83509
C -0.43146 -1.69904 0.83666
C -1.35994 -1.32285 -0.08544
C -1.16291 -0.15420 -0.61946
H 1.99986 -1.75469 1.74155
H 2.36876 0.09091 1.09607
H -0.45084 -2.78784 1.25584
H -2.16628 -1.92651 -0.56985
H -1.19376 0.41131 -2.60715
H -2.66575 0.27549 -1.66177
H 0.24679 2.33138 0.49554
N 1.69292 -0.62172 1.67976
N -1.76214 0.63162 -1.65667
N 0.07412 0.25550 -0.03308
S 1.00773 1.55101 -0.34259

=====

14
Properties=species:S:1:pos:R:3 method="wB97M-V/def2-TZVPD" fmax_ev_per_a=1.41 relative_energy_kcal_mol=85.3 e_tot_ha=-307.5766 homo_lumo_gap_ev=10.41
C 0.66026 -1.54350 -1.13561
C 0.20108 -0.84987 0.14445
C -0.64750 0.38277 -0.13832
O -1.11815 0.95641 1.06639
C -0.19518 2.40995 1.58681
O 0.95936 2.38922 1.61706
H 1.25942 -0.87030 -1.76070
H 1.27542 -2.42070 -0.91043
H -0.19587 -1.87940 -1.73339
H 1.06712 -0.54700 0.74583
H -0.38843 -1.53738 0.76231
H -0.04763 1.11303 -0.71313
H -1.51248 0.11335 -0.76078
H -1.31741 2.28342 1.22950

=====

19
Properties=species:S:1:pos:R:3 method="wB97M-V/def2-TZVPD" fmax_ev_per_a=3.97 relative_energy_kcal_mol=43.8 e_tot_ha=-215.2391 charge=+1 homo_lumo_gap_ev=9.87
C 1.45152 2.43366 -0.25152
N 0.54720 2.14199 -1.53432
H 1.64241 1.44713 0.13227
H 2.44548 2.81547 -0.51853
H 0.85419 2.97052 0.45028
H 0.75488 2.87934 -2.19560
H -0.48663 2.18829 -1.17683
H 0.70109 1.21040 -1.86078
C -0.65815 -1.61071 1.92520
C -0.14172 -1.99462 0.43384
C -1.26115 -1.51532 -0.58882
H -1.66802 -1.76433 2.14843
H -0.71870 -0.45733 2.14029
H -0.00361 -2.10086 2.74581
H 0.09739 -3.12935 0.54044
H 0.81590 -1.47766 0.15132
H -0.76452 -1.46083 -1.55542
H -2.09607 -2.17945 -0.56680
H -1.51149 -0.39634 -0.41927

=====

52
Properties=species:S:1:pos:R:3 method="wB97M-V/def2-TZVPD" fmax_ev_per_a=0.65 relative_energy_kcal_mol=58.2 e_tot_ha=-984.6629 homo_lumo_gap_ev=9.24
C 0.21256 -1.72293 -5.59605
H 0.60021 -1.57324 -6.60017
H 0.37180 -2.76299 -5.31894
H -0.85764 -1.52880 -5.61431
C 0.92881 -0.77165 -4.62851
N 0.47491 -0.79337 -3.25007
C -0.82478 -0.19654 -3.01511
H -1.04577 -0.32273 -1.95111
C -0.85071 1.30431 -3.31777
H 0.09061 1.75374 -2.99793
O -0.98785 1.62635 -4.68281
H -1.79043 1.21167 -5.01898
H -1.67020 1.75761 -2.74347
H -1.63271 -0.69482 -3.58605
C 0.59462 -2.10314 -2.62636
C 0.60018 -1.98764 -1.17815
C 0.57628 -1.91881 0.01881
C 0.60206 -1.74652 1.45707
H -0.25207 -2.25110 1.91074
H 1.51694 -2.19049 1.85786
C 0.60004 -0.23661 1.80773
C -0.57593 0.46656 1.14283
C -0.38592 1.68808 0.50980
C -1.44931 2.36660 -0.05695
C -2.72235 1.82682 -0.00876
C -2.92226 0.60855 0.61712
C -1.85971 -0.06318 1.19401
H -2.04500 -1.00445 1.68915
H -3.91337 0.18076 0.66349
H -3.55600 2.35398 -0.44962
H -1.28172 3.32147 -0.53314
H 0.60378 2.11751 0.47867
O 1.83137 0.32370 1.39451
H 1.94491 0.11667 0.45859
C 0.48119 -0.04494 3.33333
C 0.50261 1.42427 3.75677
H -0.42305 1.94409 3.51281
H 1.33131 1.92194 3.25382
C 0.75989 1.34291 5.25705
H 1.13772 2.27917 5.66515
H -0.17055 1.10006 5.77377
C 1.76643 0.19361 5.41018
H 2.77835 0.58478 5.51099
H 1.55211 -0.39861 6.29965
C 1.64650 -0.65023 4.12801
H 1.48050 -1.70364 4.35191
H 2.55537 -0.56054 3.53397
H -0.46373 -0.49320 3.65676
H 1.54482 -2.54392 -2.94500
H -0.22209 -2.79027 -2.91800
H 1.99700 -1.01268 -4.61910
H 0.82024 0.25183 -4.98821

=====

162
Properties=species:S:1:pos:R:3 method="wB97M-V/def2-TZVPD" fmax_ev_per_a=3.64 relative_energy_kcal_mol=30.2 e_tot_ha=-3189.9544 charge=+4 homo_lumo_gap_ev=7.55
C -19.79580 -1.09744 8.26879
C -19.46332 -1.17869 9.60040
C -19.21669 0.08852 10.45355
O -18.83402 -0.02594 11.65049
C -19.37477 1.33001 9.82889
C -19.66346 1.46640 8.42098
C -20.04665 0.14526 7.64754
O -20.56149 0.31248 6.51600
O -19.78852 2.53503 7.81028
O -19.34561 -2.34363 10.05937
H -19.90243 -1.94100 7.60290
H -19.07009 2.26597 10.28326
C -22.79682 2.32055 10.79292
O -22.57209 1.23862 9.90442
C -23.64281 0.29187 9.92638
C -23.54720 -0.52626 8.67662
N -23.46250 0.42942 7.50161
H -23.97717 1.29885 7.66318
H -22.49366 0.77016 7.56555
C -23.66275 -0.08156 6.09926
C -25.10711 -0.37519 5.74363
O -25.84298 0.83028 5.72689
C -25.82210 1.51830 4.49113
H -22.96282 2.00936 11.82526
H -23.68369 2.86134 10.43672
H -21.99123 3.04773 10.69653
H -24.64333 0.72348 10.02204
H -23.41534 -0.33265 10.79526
H -24.46701 -1.08412 8.50178
H -22.68792 -1.19413 8.67522
H -23.03069 -0.96669 6.01522
H -23.17579 0.68008 5.49276
H -25.55736 -1.03678 6.48256
H -25.15390 -0.85848 4.76636
H -26.08665 0.86509 3.65503
H -24.82899 1.90678 4.23140
H -26.48899 2.37515 4.46611
C -24.01946 -3.23995 12.60026
O -22.74447 -3.38894 13.19483
C -22.02049 -4.51000 12.77777
C -20.70349 -4.54919 13.50123
N -19.94560 -3.29529 13.13031
H -19.58875 -3.28642 12.16818
H -20.55847 -2.48090 13.20206
C -18.67914 -2.96758 13.86876
C -17.44444 -3.69748 13.32657
O -17.72096 -5.06285 13.22304
C -16.53784 -5.83906 13.00460
H -24.60930 -4.14887 12.74069
H -23.92687 -3.00800 11.53381
H -24.52156 -2.43192 13.12659
H -21.78122 -4.38736 11.70731
H -22.54581 -5.46682 12.83491
H -20.02564 -5.35850 13.24839
H -20.84422 -4.41482 14.57401
H -18.86394 -3.10167 14.93432
H -18.50210 -1.89690 13.75278
H -16.66824 -3.40104 14.04495
H -17.06942 -3.25709 12.39510
H -15.90748 -5.31106 12.28658
H -16.81226 -6.84133 12.68134
H -16.04908 -5.96895 13.97365
C -21.44350 3.28734 15.07937
O -20.07886 2.89891 15.02280
C -19.31616 3.70062 14.14374
C -17.94974 3.03814 14.02556
N -18.09433 1.54105 14.03533
H -18.95720 1.22633 14.48637
H -18.31802 1.16329 13.09467
C -16.82691 0.82611 14.45698
C -15.63007 1.40456 13.79383
O -15.84566 1.52713 12.41089
C -14.69367 1.96835 11.72192
H -21.94417 2.57602 15.73222
H -21.94624 3.19231 14.11010
H -21.59284 4.31180 15.42099
H -19.12907 4.67560 14.60398
H -19.73651 3.90313 13.15386
H -17.35445 3.29534 14.89802
H -17.42932 3.33629 13.12038
H -16.90901 -0.23185 14.20738
H -16.80282 0.83695 15.54564
H -14.74895 0.75198 13.93603
H -15.09898 2.20773 14.32995
H -14.92071 2.19563 10.68427
H -13.90840 1.20426 11.73003
H -14.21868 2.84208 12.17859
C -16.36262 -6.47198 9.01192
O -17.72179 -6.81097 9.11543
C -18.57509 -5.85571 9.69674
C -20.03432 -5.84569 9.27332
N -20.04620 -6.04030 7.74794
H -19.56376 -6.91251 7.49918
H -20.98185 -6.29644 7.41511
C -19.53246 -4.83554 6.97777
C -19.77510 -5.11454 5.50269
O -21.17066 -5.45528 5.47429
C -21.74554 -5.41476 4.17773
H -15.67212 -7.31399 9.02189
H -16.06074 -5.79063 9.81269
H -16.17212 -5.99257 8.04270
H -18.14096 -4.85694 9.61127
H -18.59965 -6.09448 10.76542
H -20.50340 -4.86843 9.37910
H -20.72978 -6.61956 9.59219
H -18.51622 -4.61360 7.29018
H -20.18260 -4.01932 7.28566
H -19.23152 -6.00848 5.18778
H -19.60632 -4.26318 4.84503
H -21.25181 -6.07184 3.45765
H -21.82231 -4.41684 3.73987
H -22.75026 -5.81814 4.29681
C -20.48495 3.93979 4.36356
O -19.35365 4.57444 4.94741
C -19.47426 5.95855 5.16953
C -19.25262 6.24913 6.64954
N -20.17759 5.39947 7.50685
H -20.02193 4.38062 7.42585
H -19.94969 5.56342 8.49412
C -21.66729 5.67955 7.43156
C -21.96588 6.94306 8.21444
O -21.52664 6.80843 9.53392
C -21.87306 7.91585 10.36464
H -21.24710 3.80257 5.14151
H -20.15998 2.98280 3.96458
H -20.87430 4.57066 3.56124
H -20.41676 6.41360 4.85865
H -18.66085 6.47557 4.65625
H -19.38062 7.30395 6.88594
H -18.29446 5.94340 7.06793
H -22.18622 4.83209 7.87782
H -21.82700 5.72898 6.35785
H -23.04035 7.14044 8.16740
H -21.39562 7.77676 7.78810
H -21.27038 8.78274 10.08960
H -21.68874 7.71345 11.41272
H -22.94718 8.07840 10.25741
C -18.43215 3.53624 1.37123
O -18.68511 3.25498 2.73776
C -17.53724 2.71053 3.37533
C -18.00426 2.11573 4.68933
N -18.92921 0.93546 4.42779
H -19.44530 0.83466 5.33305
H -19.65771 1.24403 3.78163
C -18.32870 -0.38209 3.99263
C -17.79345 -1.17251 5.16051
O -17.00019 -0.36444 6.00755
C -16.41550 -1.13651 7.03905
H -17.48161 4.05712 1.23069
H -19.23814 4.14121 0.96332
H -18.38393 2.60409 0.79725
H -16.80981 3.50315 3.54577
H -17.11998 1.89950 2.77294
H -18.66498 2.73858 5.29488
H -17.23095 1.68905 5.32461
H -17.63019 -0.18594 3.18206
H -19.21095 -0.85101 3.55654
H -17.24085 -2.06132 4.84908
H -18.68901 -1.50788 5.69759
H -16.02987 -0.46110 7.79736
H -15.63733 -1.82026 6.68724
H -17.15918 -1.78546 7.51904

=====

6
Properties=species:S:1:pos:R:3 method="wB97M-V/def2-TZVPD" fmax_ev_per_a=3.40 relative_energy_kcal_mol=2.5 e_tot_ha=-604.6495 charge=-1 homo_lumo_gap_ev=7.71
N 0.12936 -0.44892 -0.29329
O 0.28559 -1.99711 1.98608
O 1.55584 0.12038 1.99741
S 1.26208 -1.10747 1.30285
H -0.77398 -0.91513 0.09982
H 0.08642 0.56070 -0.30565